# C4H22N2O4

A cluster of 5 separate species, C4H22N2O4 in total (ωB97M-V with the def2-TZVPD basis set, the Open Molecules 2025 dataset).

XYZ file:
```
32
Properties=species:S:1:pos:R:3:forces:R:3:mulliken_charge:R:1
C -1.15315 -0.60002 -2.77776 -0.5 1.5 -1.5 -1.619
C 0.00889 -0.68353 -1.82407 -2.2 -1.7 0.7 -0.103
C -0.47448 -1.28717 -0.37800 3.0 -1.4 -2.4 -0.698
C 0.88679 -1.76220 0.24638 1.0 0.1 -0.9 -0.595
N 0.73218 -1.57271 1.74232 1.3 -2.8 0.9 -0.304
N 0.66325 0.65217 -1.72640 1.2 1.8 2.4 -0.171
H -0.73671 -0.28944 -3.75297 -0.2 0.7 0.3 0.470
H -1.49360 -1.55485 -3.15238 -0.5 -0.5 0.9 0.436
H -1.99310 0.10955 -2.48708 1.0 -1.1 -0.3 0.309
H 0.66578 -1.39718 -2.33898 0.4 0.3 0.7 0.325
H -1.14027 -2.16781 -0.45606 0.3 0.6 -0.6 0.441
H -1.00434 -0.60584 0.23190 -0.3 1.2 0.5 0.579
H 1.21801 -2.86617 0.02015 -1.1 2.0 0.6 0.352
H 1.75798 -1.14279 -0.17622 -1.3 -0.7 1.2 0.304
H 1.64249 -1.49506 2.28636 -1.2 -0.2 -0.9 0.361
H 0.15425 -0.75509 1.98274 0.0 -0.7 -0.1 0.326
H 0.26535 -2.53593 2.01289 0.4 2.8 0.2 0.461
H 0.17590 1.40466 -2.27598 1.1 -0.8 -0.4 0.409
H 1.74954 0.68369 -1.60639 -2.4 -0.1 -1.4 0.451
H 0.51315 1.13160 -0.79200 -0.2 -0.9 -0.6 0.279
H 1.42353 1.81450 1.31211 0.8 -0.5 -1.8 0.306
H 2.78688 1.59053 0.60539 2.0 0.6 0.1 0.280
O 1.89633 1.33531 0.52559 -2.7 0.1 2.0 -0.611
H -2.09223 2.41455 -1.10423 0.6 0.7 0.1 0.310
H -1.21074 3.53389 -0.53629 -0.2 2.6 1.7 0.284
O -1.19365 2.79867 -1.07549 -0.3 -3.4 -1.9 -0.594
H -1.85593 -1.92314 3.22000 -0.5 1.7 7.0 0.261
H -2.56242 -2.84721 2.20870 -0.3 -0.1 0.6 0.304
O -1.89913 -2.18485 2.39851 0.7 -1.7 -7.5 -0.544
H 1.48152 3.30965 2.83827 0.4 0.2 0.2 0.330
H 0.00006 3.70046 2.64281 2.1 -1.6 -1.5 0.339
O 0.78787 3.19177 2.18616 -2.4 1.4 1.5 -0.678
```
Forces are in eV/Å.

Its energy above the lowest of the compared OMol25 structures with the same formula, charge and spin is 0.0 kJ/mol. The total charge is +2.

# C4H4N6O4

A cluster of 2 separate species, C4H4N6O4 in total (ωB97M-V with the def2-TZVPD basis set, the Open Molecules 2025 dataset).

XYZ file:
```
18
Properties=species:S:1:pos:R:3:forces:R:3:mulliken_charge:R:1
C -3.12829 -0.80243 2.39877 -2.1 -2.2 0.8 -0.236
C -3.26632 -0.17747 1.17469 -0.9 -1.3 -0.8 -0.032
C -2.34386 2.22466 2.81068 -1.4 -2.4 -4.7 0.568
C -2.26891 -0.46493 3.40544 2.7 0.3 2.9 -0.210
N -3.10974 1.05168 0.81471 0.0 1.0 -2.0 -0.933
N -2.71541 1.96222 1.68062 1.3 1.3 3.6 0.218
N -2.02708 2.80944 3.82300 -1.0 2.9 0.8 0.049
N 7.04716 -2.51301 -6.89638 0.4 1.0 0.7 -0.761
N -1.32284 2.53522 4.84543 1.7 -0.3 3.0 -0.149
N 6.16895 -1.84992 -7.59701 -0.5 -2.7 -0.8 1.001
O -2.34334 -0.76724 4.64024 0.1 0.4 -2.4 -0.673
O -1.30961 3.39413 5.74431 -0.1 -0.7 -1.4 -0.496
O 5.01594 -2.33860 -7.83442 0.6 0.0 0.9 -0.731
O 6.49970 -0.84498 -8.20906 0.5 2.7 -0.8 -0.698
H -3.77390 -1.66414 2.78945 0.5 1.2 -1.3 0.199
H -3.70603 -0.69606 0.30020 0.2 -0.2 0.7 0.330
H -1.27386 -0.02487 3.00518 -1.0 0.1 0.8 0.364
H 7.85744 -1.83371 -6.89586 -1.0 -1.0 0.0 0.189
```
Forces are in eV/Å.

Its energy above the lowest of the compared OMol25 structures with the same formula, charge and spin is 0.0 kJ/mol. The total charge is -2.

# C4H7NO

An isolated molecule of C4H7NO (ωB97M-V with the def2-TZVPD basis set, the Open Molecules 2025 dataset).

XYZ file:
```
13
Properties=species:S:1:pos:R:3:forces:R:3:mulliken_charge:R:1
C 0.49998 -0.69393 0.54740 0.0 0.0 0.1 -0.694
C -0.74110 -1.02413 -0.25013 0.1 -0.1 0.1 -0.354
O -1.45430 0.21424 -0.49629 -0.2 0.1 0.2 -0.381
C -0.88782 1.37775 -0.06938 0.1 0.2 0.1 0.112
N 0.34410 1.62952 0.07636 -0.4 -0.1 -0.2 -0.519
C 1.17598 0.46077 -0.19403 0.2 -0.1 0.0 -0.380
H 0.14528 -0.26590 1.49099 0.2 -0.2 0.1 0.311
H 1.12738 -1.54975 0.80196 -0.1 -0.1 -0.4 0.374
H -0.53181 -1.46932 -1.23098 0.1 0.1 0.2 0.278
H -1.40132 -1.70897 0.29825 0.0 0.3 -0.1 0.290
H -1.63893 2.12805 0.17654 0.0 -0.1 -0.3 0.392
H 2.20882 0.63744 0.11386 -0.2 0.1 0.1 0.307
H 1.17899 0.27184 -1.27980 0.1 -0.1 0.2 0.263
```
Forces are in eV/Å.

Its energy above the lowest of the compared OMol25 structures with the same formula, charge and spin is 134.7 kJ/mol. The structure (SMILES) is C1=NCCCO1.

# C24H48IN13O13

A cluster of 7 separate species, C24H48IN13O13 in total (ωB97M-V with the def2-TZVPD basis set, the Open Molecules 2025 dataset).

XYZ file:
```
99
Properties=species:S:1:pos:R:3:forces:R:3:mulliken_charge:R:1
C 0.30623 -2.86269 3.78608 -0.5 -0.4 -7.3 -0.532
C 0.28224 -2.70347 2.46809 -1.1 -1.6 5.6 -0.261
C 0.18372 -2.59135 0.86248 0.1 -0.1 1.8 -0.834
I 1.36213 -0.72660 0.55182 0.3 -0.8 0.2 0.159
O -1.10400 -2.13947 0.28916 1.3 0.0 -1.2 -0.224
C -0.78376 -1.99332 -1.13991 -0.6 1.5 -2.3 0.057
O -1.22210 -1.13905 -1.96474 1.8 -4.5 4.9 -0.548
C 0.24114 -3.23850 -1.47429 -1.3 1.2 -1.2 0.020
O 1.29478 -2.67612 -2.29195 -0.7 -2.1 0.7 -0.057
C 1.84103 -3.63068 -3.24153 1.7 0.4 -2.2 -0.161
C 2.29112 -2.78069 -4.57423 -0.7 -0.2 1.2 -0.130
C 3.21957 -1.52075 -4.17012 0.6 -0.2 -0.9 -0.849
C 0.63207 -3.90017 -0.02722 2.9 1.5 -1.2 2.012
C 2.25212 -4.17633 0.03410 0.9 0.6 0.2 -1.394
C 2.75953 -4.70637 1.46787 1.2 0.2 0.9 -0.321
C 4.27608 -5.33926 1.38673 -0.8 -0.8 0.1 -0.318
C 4.22931 -6.77655 2.16649 -1.3 0.9 -0.9 -0.526
O 5.47293 -7.53304 2.05146 -1.0 -1.3 -2.5 -0.326
C 5.41572 -8.37774 0.87242 1.6 -4.3 1.2 0.233
O 5.79247 -9.59626 0.92513 -1.6 6.0 -0.1 -0.496
N 0.09375 -5.24380 0.33448 -2.3 0.0 -0.6 0.731
C 0.17755 -6.25546 -0.74385 3.1 -4.0 -2.1 0.433
C -0.97235 -6.50925 -1.88418 -0.6 -0.2 1.3 -1.018
O 1.17420 -7.07694 -0.81523 -4.4 4.3 0.9 -0.576
C -1.25866 -5.23386 0.94658 -4.4 0.2 0.6 0.393
C -1.35197 -5.81305 2.47601 1.1 0.1 -0.4 -0.959
O -2.34964 -4.86040 0.40946 5.1 -1.4 1.5 -0.495
H 0.21254 -3.39263 4.81174 0.4 1.6 -2.3 0.373
H -0.40666 -3.84753 -2.20329 0.9 0.3 1.5 0.266
H 1.10386 -4.43078 -3.61514 0.8 1.1 1.0 0.131
H 2.82092 -4.14259 -2.86765 -1.9 0.8 -0.2 0.182
H 1.28265 -2.41408 -5.03789 1.9 -0.5 0.6 0.272
H 2.83725 -3.50898 -5.30018 -1.0 1.5 1.3 -0.003
H 3.74112 -1.15471 -5.14959 -1.1 -0.8 2.3 0.397
H 2.61671 -0.63836 -3.73973 0.8 -1.5 -0.6 0.117
H 4.05546 -1.80313 -3.41173 -1.5 0.3 -1.2 0.235
H 2.86648 -3.21191 -0.19369 -1.4 -1.6 0.3 0.207
H 2.59190 -4.92935 -0.79157 -1.1 1.2 1.6 0.397
H 2.10516 -5.51633 1.95401 0.6 1.3 -1.1 0.131
H 2.83963 -3.84696 2.25332 -0.5 -1.4 -1.6 0.198
H 4.51253 -5.54237 0.26760 -0.1 0.4 1.9 0.219
H 5.06897 -4.66093 1.87815 -1.3 -1.1 -1.0 0.290
H 3.93330 -6.63135 3.28595 0.9 -0.4 -2.0 0.290
H 3.39414 -7.41544 1.66552 1.2 1.2 1.0 0.365
H 5.03573 -7.98073 -0.14351 0.4 0.0 1.9 0.299
H -1.64667 -5.59409 -2.05055 1.1 -1.5 0.3 0.298
H -1.64779 -7.35480 -1.44205 1.1 1.5 -0.7 0.355
H -0.53985 -6.93696 -2.86009 -0.3 0.9 1.7 0.307
H -1.24078 -6.97648 2.49443 -0.4 2.1 -0.3 0.295
H -2.34956 -5.47399 2.93945 1.7 -0.6 -0.9 0.327
H -0.43675 -5.42737 3.08977 -1.8 -0.5 -1.2 0.108
C -1.01289 2.03922 2.75479 0.5 -0.1 -0.1 0.495
O 0.18186 1.90398 2.53512 0.0 0.1 0.0 -0.627
N -1.88570 1.00694 2.70550 -0.3 -0.9 -0.1 -0.331
N -1.56864 3.23334 3.06659 -0.1 0.9 0.3 -0.298
H -2.87044 1.09775 2.88258 0.1 0.1 0.0 0.156
H -1.51114 0.09886 2.47603 -0.1 0.2 0.0 0.187
H -0.95079 4.02844 3.11322 0.0 -0.3 -0.2 0.207
H -2.55038 3.36470 3.25084 -0.1 0.0 -0.1 0.154
C -4.19584 5.75306 3.89224 -0.1 -0.1 0.0 0.623
O -4.61361 4.61721 3.70203 0.1 -0.3 0.0 -0.702
N -2.88112 6.03164 4.03292 1.0 -0.2 0.0 -0.242
N -5.01081 6.82711 3.97851 -0.9 0.4 -0.1 -0.328
H -2.51699 6.95620 4.19001 -0.2 0.0 0.1 0.205
H -2.24020 5.25613 3.97491 -0.2 0.4 0.2 0.172
H -6.00034 6.66228 3.87935 0.3 0.0 0.0 0.203
H -4.68441 7.76605 4.13449 0.2 -0.1 0.1 0.167
C 3.65015 1.13195 -7.17240 0.0 -0.4 0.3 0.583
O 3.47740 0.14476 -6.47396 0.0 0.6 -0.7 -0.584
N 4.39686 2.18747 -6.77282 0.6 0.5 0.5 -0.395
N 3.10981 1.25729 -8.40758 -0.5 -0.2 -0.8 -0.405
H 4.55092 3.00767 -7.33152 0.0 -0.1 0.1 0.162
H 4.81693 2.13267 -5.85784 -0.1 0.0 -0.2 0.218
H 2.54605 0.49148 -8.74183 0.1 0.2 0.1 0.201
H 3.23996 2.06021 -8.99663 0.0 -0.1 0.1 0.155
C -3.88570 9.82663 6.03375 0.0 0.5 -0.2 0.654
O -3.22278 9.04524 5.36220 0.0 -0.4 -0.2 -0.716
N -4.21772 11.06170 5.60025 0.2 -0.1 -0.3 -0.261
N -4.34316 9.51899 7.26984 -0.1 -0.7 0.7 -0.377
H -4.75975 11.71609 6.13487 0.1 0.1 -0.3 0.127
H -3.89547 11.32923 4.68332 -0.2 0.1 0.3 0.172
H -4.11593 8.60466 7.62949 -0.1 0.2 -0.1 0.222
H -4.88752 10.14414 7.83645 0.1 0.0 -0.1 0.156
C -6.49242 13.80222 4.53407 0.3 0.0 -0.1 0.691
O -5.36424 13.37534 4.73597 -0.1 0.1 0.1 -0.656
N -7.50155 13.65041 5.42303 -0.4 -0.3 0.8 -0.364
N -6.83050 14.46372 3.40405 0.2 0.3 -0.8 -0.424
H -8.43386 13.99363 5.27534 0.1 0.0 0.0 0.174
H -7.29020 13.16233 6.27912 -0.1 0.2 -0.2 0.190
H -6.10572 14.59754 2.71587 -0.2 0.0 0.2 0.223
H -7.75035 14.82191 3.21914 0.1 -0.1 0.0 0.160
C 3.55357 -4.70628 -7.81616 0.3 0.3 0.4 0.686
O 4.08637 -4.03404 -6.94749 0.0 -0.2 -0.2 -0.671
N 3.57252 -6.06007 -7.80752 0.2 -0.9 0.3 -0.403
N 2.89682 -4.15687 -8.86453 -0.4 0.7 -0.6 -0.379
H 3.14044 -6.63049 -8.51225 0.0 0.1 0.1 0.153
H 4.05241 -6.50771 -7.04214 -0.1 0.1 -0.2 0.225
H 2.86043 -3.15010 -8.90666 0.0 -0.2 0.0 0.222
H 2.45211 -4.69163 -9.58897 0.1 0.0 0.1 0.153
```
Forces are in eV/Å.

The structure (SMILES) is C#C[C@]1(I)OC(=O)[C@@H](OCCC)[C@]1(CCCCOC=O)N(C(C)=O)C(C)=O.NC(N)=O.NC(N)=O.NC(N)=O.NC(N)=O.NC(N)=O.NC(N)=O.

# C5H17NO3

A cluster of 4 separate species, C5H17NO3 in total (ωB97M-V with the def2-TZVPD basis set, the Open Molecules 2025 dataset).

XYZ file:
```
26
Properties=species:S:1:pos:R:3:forces:R:3:mulliken_charge:R:1
C 0.30829 -2.43071 -0.05057 -0.6 -3.3 0.7 -1.217
C 1.36236 -1.68196 0.67755 2.2 -2.6 2.1 -0.609
C 1.18496 -0.24539 0.63706 0.7 0.7 1.8 1.027
C 0.78005 0.37318 1.74091 -0.9 0.6 1.2 -0.706
N 0.19439 1.67236 1.73754 0.9 -1.8 -3.3 -0.417
C 1.40758 0.39430 -0.64301 2.1 -1.1 -2.0 -0.874
H 0.34560 -2.52282 -1.12623 0.1 0.5 -0.3 0.334
H 0.20976 -3.52548 0.31600 0.7 1.4 -0.6 0.330
H -0.60885 -2.08473 0.31786 -1.8 0.9 -0.1 0.403
H 1.31904 -2.04106 1.77934 0.2 0.5 -1.6 0.285
H 2.34820 -2.04734 0.28232 -0.5 0.6 0.4 0.287
H 0.76771 -0.14782 2.71630 -0.3 0.3 -0.7 0.257
H 0.51937 2.24145 0.96439 -0.2 0.2 0.1 0.181
H 0.00983 2.17074 2.52706 -0.1 1.2 2.7 0.184
H 1.65133 -0.49384 -1.31825 -0.5 1.5 0.2 0.322
H 2.28446 1.10908 -0.76949 -1.0 -0.7 0.6 0.252
H 0.52047 0.88585 -0.91829 -0.5 0.5 -1.1 0.058
H -1.13645 1.87156 -0.77236 -1.8 -1.3 0.6 0.423
H -0.70437 2.33016 -2.18183 -0.2 -0.3 0.3 0.315
O -0.57391 2.44173 -1.23284 1.6 2.6 -1.3 -0.700
H -2.25367 0.25698 -1.70191 0.5 -0.6 0.0 0.372
H -1.14341 -0.84738 -1.70933 -0.8 0.8 -0.5 0.301
O -1.69001 -0.26760 -2.29228 0.5 -0.7 -0.2 -0.715
H -3.21163 1.04340 0.31661 2.9 -0.7 -0.3 0.242
H -1.61250 0.81330 0.69657 0.0 0.2 0.9 0.347
O -2.27860 0.73201 0.00689 -3.2 0.7 0.7 -0.682
```
Forces are in eV/Å.

Its energy above the lowest of the compared OMol25 structures with the same formula, charge and spin is 164.6 kJ/mol. The structure (SMILES) is CC/C(C)=C/N.O.O.O.

# C4H12

A cluster of 2 separate species, C4H12 in total (ωB97M-V with the def2-TZVPD basis set, the Open Molecules 2025 dataset).

XYZ file:
```
16
Properties=species:S:1:pos:R:3:forces:R:3:mulliken_charge:R:1
C -1.86362 -1.11391 1.99433 0.2 0.1 0.3 -0.769
C -2.47627 -0.97662 0.60652 -0.6 -0.6 0.0 -0.724
H -2.59293 -0.87671 2.76841 0.1 0.1 0.1 0.271
H -1.50853 -2.11876 2.22563 -0.1 -0.1 -0.3 0.272
H -0.98807 -0.47507 2.11325 -0.2 0.2 0.1 0.222
H -3.27459 -0.23481 0.54840 0.3 0.3 0.2 0.272
H -1.73711 -0.75106 -0.15627 0.0 -0.1 -0.1 0.200
H -2.99830 -1.90298 0.34498 0.3 0.0 -0.2 0.255
C 2.10333 0.92560 -2.09717 -0.8 -0.2 1.5 -0.757
C 2.26904 1.15856 -0.57630 0.1 0.9 0.1 -0.661
H 1.50303 0.02323 -2.22238 0.4 -0.2 -0.3 0.231
H 1.48801 1.70838 -2.53321 0.4 0.2 -0.2 0.258
H 3.09446 0.84127 -2.52202 -0.1 0.0 -0.6 0.282
H 2.31315 2.22836 -0.33754 0.1 0.0 -0.2 0.260
H 3.21490 0.76723 -0.20656 -0.1 -0.3 0.0 0.268
H 1.45349 0.79729 0.04993 0.0 -0.3 -0.2 0.119
```
Forces are in eV/Å.

Its energy above the lowest of the compared OMol25 structures with the same formula, charge and spin is 24.6 kJ/mol. The structure (SMILES) is CC.CC.

DFT total energy? In order: -15658.5495 -21335.4207 -7798.2479 -79751.3679 -13091.9064 -4342.2732 eV.
HOMO-LUMO gap? In order: 0.44537 0.26954 0.39498 0.32041 0.30693 0.46845 Ha.
LUMO? In order: -6.20 4.61 1.00 -0.07 0.40 1.05 eV.